Computed, not measured: C6H5CdNO6 as an isolated structure in a non-equilibrium geometry, with wB97M-V/def2-TZVPD.

Summary:
highest occupied orbital energy = -17.70 eV
Kohn-Sham gap = 0.335 hartree
charge = +2

Each line ends with the Mulliken charge.
Atoms and positions in Å:
Cd (-0.084, -1.035, -1.301)  0.925
O (-0.033, 2.374, -3.310)  -0.098
C (-0.047, 1.344, -2.777)  0.158
C (1.640, -2.231, -0.828)  0.270
O (2.643, -2.770, -0.567)  -0.069
C (-1.792, -2.197, -0.838)  0.249
O (-2.807, -2.723, -0.588)  -0.074
C (-0.064, -2.285, -3.093)  0.226
O (-0.064, -2.879, -4.095)  -0.057
N (0.889, 1.273, 2.484)  -0.303
C (-0.333, 1.767, 1.719)  -0.707
C (-0.692, 0.658, 0.714)  1.045
O (-1.826, 0.065, 0.882)  -0.611
O (0.243, 0.564, -0.073)  -0.717
H (0.668, 0.394, 2.955)  0.340
H (1.137, 1.955, 3.193)  0.366
H (1.681, 1.139, 1.860)  0.323
H (-1.105, 1.903, 2.431)  0.394
H (-0.056, 2.684, 1.233)  0.340


Computed, not measured: a 2-piece molecular cluster, C6H5ClN3 overall in a non-equilibrium geometry, with wB97M-V/def2-TZVPD.

Summary:
highest occupied orbital energy = -13.86 eV
Kohn-Sham gap = 0.326 hartree
charge = +1

Each line ends with the Mulliken charge.
Atoms and positions in Å:
C (-0.965, -1.705, -3.870)  0.397
C (-0.054, 0.119, 1.708)  -0.420
C (-0.986, -0.443, 0.875)  -0.457
C (-0.120, 0.672, -0.789)  0.026
C (0.990, 1.020, 1.270)  0.900
C (0.756, 1.223, -0.075)  -0.077
N (-1.302, -1.391, -2.817)  -0.471
N (-1.056, -0.187, -0.468)  -0.004
N (1.954, 1.502, 2.031)  -0.433
Cl (-0.522, -2.155, -5.335)  -0.041
H (-0.077, -0.137, 2.756)  0.299
H (-1.721, -1.137, 1.253)  0.409
H (-1.601, -0.710, -1.172)  0.410
H (2.040, 1.231, 2.998)  0.226
H (2.666, 2.098, 1.636)  0.237


Computed, not measured: one molecule with the formula C6H5ClN4 in a non-equilibrium geometry, with wB97M-V/def2-TZVPD.

Summary:
highest occupied orbital energy (alpha / beta) = -6.14 / -8.55 eV
Kohn-Sham gap (alpha / beta) = 0.240 / 0.206 hartree
2S+1 = 3

Each line ends with the Mulliken charge.
Atoms and positions in Å:
C (0.199, -1.960, -0.035)  -0.816
C (0.774, -0.775, 0.206)  0.960
C (-0.308, 0.149, 0.076)  0.152
C (-0.488, 1.567, 0.335)  -0.179
C (0.556, 2.461, 0.272)  -0.417
C (1.758, 2.151, -0.413)  0.030
N (-1.441, -0.477, -0.258)  -0.780
N (2.655, 1.966, -1.124)  -0.414
N (-1.103, -1.730, -0.464)  0.252
N (1.967, -0.578, 0.826)  -0.251
Cl (3.123, -1.889, 0.819)  -0.106
H (0.641, -2.966, -0.086)  0.375
H (-1.559, 1.737, 0.428)  0.376
H (0.423, 3.548, 0.610)  0.328
H (2.279, 0.381, 0.791)  0.281
H (-1.737, -2.421, -0.793)  0.209


Computed, not measured: one molecule with the formula C6H5I3O in a non-equilibrium geometry, with wB97M-V/def2-TZVPD.

Summary:
highest occupied orbital energy (alpha / beta) = -5.70 / -9.16 eV
Kohn-Sham gap (alpha / beta) = 0.206 / 0.235 hartree
2S+1 = 3

Each line ends with the Mulliken charge.
Atoms and positions in Å:
C (1.132, -0.435, -0.545)  0.136
C (1.507, -0.003, 1.777)  -0.810
C (0.674, -0.027, 0.722)  0.701
C (0.355, -0.168, -1.581)  -0.585
C (-0.957, 0.362, -1.129)  -0.637
C (-1.108, 0.243, 0.325)  -0.326
O (-1.891, 1.107, 0.948)  -0.455
I (3.532, -0.513, 1.726)  0.081
I (0.540, -0.482, -3.593)  0.147
I (-1.844, -1.920, 0.606)  -0.002
H (2.238, -0.694, -0.546)  0.131
H (1.056, 0.319, 2.795)  0.398
H (-1.090, 1.501, -1.396)  0.348
H (-1.863, 0.023, -1.784)  0.403
H (-2.281, 0.688, 1.675)  0.471